# 1
DFT (wB97M-V/def2-TZVPD) results for C4H7MnO3 as an isolated structure.

* gap between HOMO and LUMO (alpha / beta): 7.3005 / 8.4187 eV
* largest force on an atom: 2.3 eV/A
* multiplicity: 7
* ΔE to the lowest compared entry with this formula, charge and spin: 72.1 kJ/mol
* E_HOMO (alpha / beta): -0.249 / -0.312 Ha

Geometry (Å):
1 H 3.24635 -0.59338 -0.92125
2 O -0.10210 0.49229 0.70896
3 C 1.23396 0.29542 0.71240
4 O 1.82618 1.40389 0.90150
5 Mn 1.67691 2.18918 -0.92480
6 O 1.77188 -0.88812 0.47286
7 C 2.17372 -0.37074 -0.84190
8 H 1.61685 -0.95245 -1.58920
9 C -1.05485 -0.51164 0.33531
10 H -0.76396 -1.00151 -0.60353
11 H -1.06101 -1.28882 1.11045
12 C -2.39085 0.17486 0.18921
13 H -2.58147 0.84722 1.03591
14 H -2.41350 0.79209 -0.71879
15 H -3.17810 -0.58827 0.13288

Forces on atoms 1 to 6 (eV/Å):
H -0.3 0.4 -0.1
O 0.3 -0.5 0.1
C -0.4 1.7 -1.0
O 0.3 -0.8 1.8
Mn 0.4 -0.8 -0.4
O -1.0 0.7 1.5


# 2
DFT (wB97M-V/def2-TZVPD) results for C57H46N15STl as an isolated structure.

* gap between HOMO and LUMO (alpha / beta): 4.9862 / 4.9828 eV
* largest force on an atom: 0.6 eV/A
* ΔE to the lowest compared entry with this formula, charge and spin: 0.0 kJ/mol
* E_HOMO (alpha / beta): -0.227 / -0.227 Ha

Geometry (Å):
1 Tl -0.68501 -0.17840 0.12594
2 C 1.80812 -6.31026 1.63836
3 C 1.03489 -6.71266 0.54116
4 C 0.13005 -5.84633 -0.05167
5 C 0.03629 -4.56288 0.46504
6 C -0.80435 -3.41944 0.10836
7 N -1.77684 -3.49375 -0.78436
8 C -2.64744 -2.51466 -1.02031
9 C -3.87009 -2.70207 -1.79378
10 C -4.40078 -3.80410 -2.45088
11 C -5.62337 -3.64526 -3.08423
12 C -6.30353 -2.41904 -3.04967
13 C -5.77740 -1.32541 -2.38224
14 C -4.54655 -1.48103 -1.76018
15 C -3.71475 -0.57008 -0.98189
16 N -4.02358 0.71387 -0.78406
17 C -3.35510 1.50837 0.02742
18 N -2.38085 1.13792 0.90223
19 C -2.07537 2.19097 1.70486
20 N -1.30123 2.16233 2.76942
21 C -0.58601 1.09442 3.13130
22 N -0.33882 -0.04265 2.42115
23 C 0.47692 -0.85329 3.14815
24 N 0.91675 -2.07164 2.83895
25 C 0.44862 -2.76406 1.81492
26 N -0.47704 -2.36266 0.90664
27 C 0.81644 -4.15572 1.54734
28 C 1.70152 -5.03179 2.16068
29 C 0.82042 -0.18644 4.39757
30 C 1.61853 -0.56133 5.47219
31 C 1.72484 0.32368 6.53152
32 C 1.04075 1.54908 6.52559
33 C 0.23834 1.91690 5.45872
34 C 0.14350 1.03396 4.38994
35 C -2.82306 3.37058 1.25306
36 C -2.78003 4.70220 1.63169
37 C -3.56167 5.59890 0.91545
38 C -4.37062 5.16874 -0.14171
39 C -4.41722 3.83235 -0.51200
40 C -3.62707 2.94121 0.19580
41 N -2.59366 -1.22569 -0.59083
42 H 2.49747 -7.01581 2.08588
43 H 1.14299 -7.71946 0.15857
44 H -0.48464 -6.14798 -0.89074
45 H -3.86767 -4.74745 -2.46310
46 H -6.06553 -4.48207 -3.61175
47 H -7.25880 -2.33110 -3.55339
48 H -6.29896 -0.37584 -2.34425
49 H 2.28381 -4.72279 3.02083
50 H 2.13110 -1.51594 5.47171
51 H 2.34350 0.06840 7.38338
52 H 1.13907 2.21376 7.37554
53 H -0.30113 2.85586 5.44784
54 H -2.15003 5.02505 2.45197
55 H -3.54097 6.65194 1.17030
56 H -4.96736 5.89575 -0.67933
57 H -5.03687 3.48942 -1.33196
58 C -3.76159 -2.06780 -5.65101
59 C -2.93428 -1.21674 -4.71892
60 C -3.35843 0.04552 -4.30766
61 C -2.62912 0.77843 -3.39396
62 C -1.41685 0.32182 -2.85334
63 N -0.71454 1.03961 -1.85591
64 C -0.41912 2.36741 -2.13802
65 C -0.48447 2.86480 -3.46935
66 C -0.41550 4.19915 -3.79139
67 C -0.23885 5.16291 -2.80150
68 C -0.22372 6.63721 -3.12084
69 C 0.01205 4.69473 -1.53203
70 C 0.00446 3.33780 -1.19514
71 N 0.56821 3.00373 0.08984
72 C 1.11164 3.88207 0.96648
73 C 1.85857 3.17452 1.87422
74 C 1.71553 1.84358 1.47978
75 N 0.93336 1.73918 0.41261
76 C -0.99216 -0.93707 -3.29623
77 C -1.74837 -1.69091 -4.19304
78 N 0.22267 -1.52172 -2.82069
79 C 1.04270 -2.34973 -3.50755
80 C 2.03247 -2.76262 -2.64906
81 C 1.73447 -2.13102 -1.43477
82 N 0.65138 -1.37461 -1.55353
83 H -4.72476 -1.59732 -5.85094
84 H -3.95340 -3.04789 -5.20784
85 H -3.25529 -2.22507 -6.60662
86 H -4.29512 0.44357 -4.68466
87 H -3.00125 1.73543 -3.05243
88 H -0.61671 2.14900 -4.26545
89 H -0.49588 4.50278 -4.83125
90 H -0.99074 6.88280 -3.85609
91 H 0.73920 6.94579 -3.53724
92 H -0.40539 7.23646 -2.22743
93 H 0.24459 5.42994 -0.77397
94 H 0.94334 4.93999 0.89433
95 H 2.40063 3.56679 2.71910
96 H 2.14162 0.95601 1.92182
97 H -1.41334 -2.68945 -4.45507
98 H 0.87494 -2.57033 -4.54794
99 H 2.85814 -3.41937 -2.86760
100 H 2.26028 -2.18331 -0.49311
101 C 6.79912 -2.15375 1.91233
102 N 5.38513 -1.81928 2.07860
103 C 4.51065 -2.91443 1.68207
104 C 5.03594 -0.54096 1.62684
105 S 4.08145 -0.30776 0.27582
106 N 5.54358 0.46048 2.38361
107 C 5.46530 1.85553 1.98554
108 C 6.13040 0.25196 3.70260
109 H 7.01283 -2.42902 0.87192
110 H 7.05287 -2.99652 2.55628
111 H 7.43204 -1.31056 2.17835
112 H 4.78546 -3.79092 2.27218
113 H 4.60183 -3.16068 0.61794
114 H 3.47645 -2.65621 1.89757
115 H 4.91525 1.94627 1.05622
116 H 6.47031 2.26631 1.85665
117 H 4.95488 2.42792 2.76313
118 H 5.91101 -0.74913 4.05431
119 H 5.69986 0.97605 4.39654
120 H 7.21379 0.40203 3.68778

Forces on atoms 1 to 6 (eV/Å):
Tl 0.4 0.3 -0.4
C 0.0 0.0 0.0
C 0.0 0.1 0.0
C 0.0 -0.1 0.0
C 0.0 0.1 0.0
C -0.1 0.1 -0.1


# 3
DFT (wB97M-V/def2-TZVPD) results for C14H49FeO11 as an isolated structure.

* gap between HOMO and LUMO (alpha / beta): 8.2188 / 7.7449 eV
* largest force on an atom: 3.5 eV/A
* multiplicity: 5
* net charge: +1
* ΔE to the lowest compared entry with this formula, charge and spin: 37.0 kJ/mol
* E_HOMO (alpha / beta): -0.439 / -0.433 Ha

Geometry (Å):
1 Fe -0.54908 3.02128 -1.30483
2 C -1.55965 -0.40170 -0.01727
3 C -0.06998 0.06430 0.00821
4 O 0.18241 1.38207 -0.30318
5 H -2.07106 0.39602 0.53126
6 H -1.67307 -1.33229 0.53328
7 H -1.91967 -0.43677 -1.04223
8 H 0.44205 -0.62171 -0.68490
9 H 0.31080 -0.25279 0.98835
10 C 0.18822 -4.26406 -1.29202
11 C 1.54056 -3.50937 -1.34708
12 O 1.55527 -2.79431 -2.59096
13 H -0.07003 -4.61291 -0.29077
14 H 0.15413 -4.97226 -2.11351
15 H -0.56017 -3.47880 -1.43669
16 H 2.39125 -4.19334 -1.31344
17 H 1.60298 -2.89530 -0.44751
18 H 1.91879 -3.42041 -3.22403
19 C 1.81572 1.01096 3.87010
20 C 0.66685 1.99889 3.97331
21 O 0.39018 2.46888 2.65503
22 H 2.77830 1.41746 3.56343
23 H 1.51045 0.22770 3.16844
24 H 2.01859 0.50230 4.81452
25 H 0.87380 2.76222 4.73103
26 H -0.21837 1.58011 4.46570
27 H 0.76775 1.81749 2.04908
28 C -4.04714 0.30675 3.01742
29 C -2.73120 0.23103 3.76521
30 O -2.64023 1.15306 4.86417
31 H -4.92785 0.15439 3.65401
32 H -4.14806 -0.45114 2.24091
33 H -4.23235 1.33573 2.69724
34 H -1.93510 0.52483 3.07148
35 H -2.45342 -0.74211 4.18114
36 H -3.14135 0.62715 5.50166
37 C 5.01384 -1.82063 1.01809
38 C 4.00970 -0.91681 1.73332
39 O 4.29122 -0.91140 3.13597
40 H 4.80827 -2.83957 1.34422
41 H 6.00900 -1.49360 1.31780
42 H 4.89162 -1.78347 -0.06456
43 H 3.03541 -1.40503 1.58790
44 H 3.86898 0.10927 1.40240
45 H 4.70797 -1.73589 3.39916
46 C 4.33449 0.30645 -3.79341
47 C 3.76384 0.11094 -2.42410
48 O 2.86193 1.21450 -2.10238
49 H 3.57438 0.48111 -4.55594
50 H 4.85135 -0.61807 -4.06772
51 H 5.08243 1.09256 -3.88997
52 H 4.53334 0.15032 -1.64743
53 H 3.16370 -0.79553 -2.31669
54 H 2.34357 0.92290 -1.33951
55 C -4.43904 -0.59318 -2.18017
56 C -5.77294 -0.14072 -2.77265
57 O -5.72979 1.22816 -3.14767
58 H -3.68887 -0.58454 -2.97440
59 H -4.44956 -1.63638 -1.86192
60 H -4.25436 0.09348 -1.35293
61 H -6.58755 -0.33319 -2.06927
62 H -5.96543 -0.83725 -3.59435
63 H -6.20007 1.69215 -2.45010
64 O 0.50796 4.14579 0.24222
65 H 0.70098 3.57608 1.01878
66 H 0.71114 5.04516 0.52638
67 O -1.68345 2.16423 -2.76537
68 H -2.45238 2.71078 -2.98730
69 H -1.93876 1.25942 -3.01461
70 O -2.25110 2.98183 -0.09545
71 H -2.43711 2.56421 0.75917
72 H -3.11727 3.14578 -0.49184
73 O 0.36188 -0.35558 -3.81589
74 H 1.10928 0.19955 -3.54790
75 H 0.27112 -0.99714 -3.09842

Forces on atoms 1 to 6 (eV/Å):
Fe 1.4 -2.1 2.5
C 1.1 1.5 0.4
C -0.7 -1.5 -0.5
O -0.2 1.5 -0.6
H -0.5 -0.3 -0.1
H -0.1 -0.2 -0.3


# 4
DFT (wB97M-V/def2-TZVPD) results for C22H38O3P2SSn as an isolated structure.

* gap between HOMO and LUMO (alpha / beta): 6.6815 / 4.1754 eV
* largest force on an atom: 4.5 eV/A
* ΔE to the lowest compared entry with this formula, charge and spin: 147.0 kJ/mol
* E_HOMO (alpha / beta): -0.239 / -0.163 Ha

Geometry (Å):
1 P 0.53283 -2.30409 -3.17755
2 P 0.48447 1.61408 -2.69108
3 C 0.08753 -0.84568 -4.06104
4 C 1.04749 0.29534 -3.81845
5 H -1.30984 -0.53631 -3.71861
6 H 0.00382 -1.06048 -5.12394
7 H 2.00349 -0.06463 -3.41800
8 H 1.26683 0.77259 -4.77690
9 C 0.12986 2.97947 -3.87214
10 H -0.26869 3.82362 -3.30654
11 H -0.61490 2.66871 -4.60914
12 H 1.03987 3.29396 -4.39437
13 C 1.83775 2.26115 -1.66946
14 H 2.38261 3.08902 -2.16187
15 H 2.62352 1.47535 -1.51137
16 H 1.46760 2.62436 -0.69434
17 C -0.11207 -3.61898 -4.28504
18 H -0.31874 -4.53780 -3.72196
19 H 0.63830 -3.84787 -5.06864
20 H -1.04084 -3.29927 -4.79141
21 C 2.28915 -2.63502 -3.01513
22 H 2.88829 -1.71661 -3.03457
23 H 2.59702 -3.25878 -3.87964
24 H 2.48629 -3.17941 -2.08119
25 Sn 2.90928 0.39013 0.50753
26 C -1.33121 1.11644 -2.38357
27 C -2.05459 0.30497 -3.43867
28 C -3.42486 -0.15131 -2.92835
29 C -3.34497 -1.48091 -2.13194
30 C -2.14409 -2.28625 -2.43442
31 C -0.85574 -2.16567 -1.81458
32 C -0.38751 -0.87738 -0.98074
33 C -1.25434 0.37177 -1.04233
34 C 2.87840 -1.41620 1.72752
35 H -1.89729 2.03951 -2.20494
36 H -2.17037 0.90468 -4.34799
37 H -4.12512 -0.29502 -3.77502
38 H -3.85110 0.60675 -2.25028
39 H -3.36356 -1.26692 -1.05377
40 H -4.26345 -2.06627 -2.31984
41 H -2.29944 -3.13974 -3.11447
42 H -0.65574 -3.07121 -1.20423
43 H 0.66026 -0.64069 -1.21714
44 H -0.28701 -1.14704 0.08788
45 H -2.26440 0.11257 -0.73740
46 H -0.90200 1.06168 -0.27082
47 H 2.96780 -0.99867 2.73138
48 H 3.74670 -2.03840 1.46900
49 H 1.93425 -1.96106 1.58187
50 C -0.29259 1.98190 9.30386
51 C -0.13899 1.52079 7.88136
52 C -0.47285 0.23166 7.45061
53 C -0.33198 -0.14841 6.11594
54 C 0.23090 0.75939 5.17790
55 C 0.52761 2.06416 5.59702
56 C 0.35284 2.40916 6.93415
57 S 1.03941 1.59927 2.70583
58 O 0.51617 0.35670 3.89992
59 O 0.62866 0.88174 1.43568
60 O 2.56981 1.47834 2.72316
61 H -1.32527 2.24086 9.55945
62 H 0.04300 1.21405 10.00513
63 H 0.30876 2.88432 9.44295
64 H -0.89516 -0.46377 8.18639
65 H -0.63158 -1.14791 5.81031
66 H 0.93649 2.80652 4.93086
67 H 0.57324 3.43270 7.26719

Forces on atoms 1 to 6 (eV/Å):
P -3.4 1.1 -2.7
P -1.5 0.7 -3.2
C 4.0 -1.9 -0.5
C 0.6 -0.2 -0.1
H -1.5 0.9 0.3
H 0.0 -0.1 -0.1


# 5
DFT (wB97M-V/def2-TZVPD) results for a 14-piece molecular cluster, C22H76N4O14 overall.

* gap between HOMO and LUMO: 8.7278 eV
* largest force on an atom: 3.6 eV/A
* ΔE to the lowest compared entry with this formula, charge and spin: 502.8 kJ/mol
* E_HOMO: -0.314 Ha

Geometry (Å):
1 C 0.72362 1.24014 2.04642
2 C -0.18057 0.49652 0.96145
3 C -0.97414 1.43393 0.01568
4 O -1.40008 0.68337 -1.13615
5 C -2.29373 -0.34716 -0.92583
6 N 0.86868 -0.23293 0.30832
7 H 1.35919 0.54871 2.59968
8 H 0.06396 1.64123 2.81588
9 H 1.30187 2.11241 1.74168
10 H -0.96286 -0.06623 1.47079
11 H -0.31395 2.15044 -0.47305
12 H -1.75993 1.92896 0.58628
13 H -3.26473 0.04142 -0.61881
14 H -2.00373 -1.03599 -0.13241
15 H -2.52923 -1.00092 -1.76562
16 H 1.77016 0.21797 0.37257
17 H 0.62885 -0.23221 -0.67279
18 C -0.51667 1.87003 6.42823
19 C 0.99030 1.68810 6.61209
20 C 1.77722 1.05401 5.40890
21 O 3.01266 0.43206 5.89871
22 C 3.71651 -0.36238 4.97599
23 N 1.42872 2.99356 6.98456
24 H -0.74647 2.46525 5.54448
25 H -0.96428 2.41419 7.25987
26 H -1.07746 0.94734 6.27903
27 H 1.09577 1.10797 7.52883
28 H 2.11364 1.85745 4.75361
29 H 1.15354 0.30124 4.92676
30 H 4.73006 -0.58107 5.31213
31 H 3.84398 0.20254 4.05256
32 H 3.10263 -1.23919 4.76993
33 H 1.31133 3.06914 7.98486
34 H 2.43781 2.98889 6.94191
35 C -4.77393 1.83670 -3.16873
36 C -6.33859 1.72865 -3.25205
37 C -6.84407 2.25407 -4.57240
38 O -6.26959 1.56130 -5.62354
39 C -6.84409 1.95836 -6.91225
40 N -6.68139 0.27815 -3.25752
41 H -4.35320 2.83456 -3.29270
42 H -4.29880 1.33468 -4.01154
43 H -4.38991 1.47864 -2.21353
44 H -6.76551 2.24783 -2.39397
45 H -6.46687 3.26054 -4.75366
46 H -7.92722 2.13566 -4.54272
47 H -7.92317 2.08241 -6.82110
48 H -6.53710 1.32782 -7.74667
49 H -6.41412 2.93285 -7.14375
50 H -6.36220 -0.02233 -4.16743
51 H -7.66680 0.07424 -3.17095
52 C 4.08369 -1.71455 -0.12458
53 C 4.57047 -3.14466 -0.23327
54 C 4.92378 -3.79512 1.13935
55 O 5.72132 -2.83645 1.78567
56 C 5.96918 -3.25796 3.15057
57 N 3.66117 -3.87891 -1.06343
58 H 4.78806 -1.09696 0.43268
59 H 3.07032 -1.74960 0.27536
60 H 4.01667 -1.36278 -1.15408
61 H 5.53517 -2.99940 -0.71944
62 H 5.52044 -4.70344 1.05541
63 H 4.04300 -3.91879 1.76945
64 H 5.15104 -2.81654 3.71970
65 H 6.89380 -2.83787 3.54644
66 H 5.94117 -4.32606 3.36616
67 H 3.87053 -4.86591 -1.01745
68 H 2.70905 -3.85439 -0.72730
69 O 3.95103 1.59055 -1.52230
70 H 3.86994 1.36174 -0.59640
71 H 4.52857 2.35384 -1.53119
72 O -2.55465 -3.42030 -3.42199
73 H -1.77379 -2.87886 -3.53750
74 H -3.24955 -2.79713 -3.20986
75 O 2.04360 -0.02099 -2.82131
76 H 2.62670 0.73287 -2.73236
77 H 1.35777 0.27537 -3.41967
78 O -1.14417 -1.45238 -4.59766
79 H -0.29601 -1.52160 -5.03590
80 H -1.16555 -0.55847 -4.25605
81 C 0.96319 3.98912 -1.76733
82 O 1.39294 5.16324 -2.30630
83 H 1.18907 3.95215 -0.70163
84 H -0.10363 3.99642 -1.99080
85 H 1.48956 3.17673 -2.26837
86 H 0.85466 5.91316 -2.04273
87 C -0.65849 -4.40133 -0.80008
88 O -0.27034 -4.98278 0.37249
89 H -1.24894 -3.56764 -0.42004
90 H 0.19598 -4.07861 -1.39493
91 H -1.22342 -5.09302 -1.42499
92 H -0.14341 -4.23808 0.96486
93 C -5.45008 -1.40639 0.96274
94 O -4.82662 -2.63080 0.71294
95 H -6.44618 -1.68424 1.30726
96 H -4.95941 -0.97177 1.83364
97 H -5.63632 -0.68043 0.17129
98 H -5.04152 -2.89293 -0.18523
99 C 0.90442 -2.49479 2.90474
100 O 1.06137 -2.86602 1.53108
101 H 1.50768 -1.60398 3.07977
102 H -0.11004 -2.13159 3.06921
103 H 1.18160 -3.24381 3.64652
104 H 1.06297 -2.07559 0.98627
105 C -1.12667 1.85100 -4.36669
106 O 0.04999 1.09901 -4.65290
107 H -1.65562 2.01655 -5.30526
108 H -1.79139 1.49489 -3.57966
109 H -0.84811 2.85576 -4.04896
110 H 0.60005 1.50775 -5.32518
111 C 4.57824 2.43014 1.99843
112 O 5.09661 1.41575 1.10234
113 H 4.96954 2.21748 2.99329
114 H 4.67945 3.43672 1.59266
115 H 3.50189 2.31579 2.12690
116 H 6.01264 1.61352 0.89406

Forces on atoms 1 to 6 (eV/Å):
C -2.5 0.4 0.9
C 2.0 2.6 1.5
C 1.2 -1.0 -0.5
O 0.5 0.7 -0.5
C -1.5 -0.9 1.3
N -0.8 -1.4 -1.5


# 6
DFT (wB97M-V/def2-TZVPD) results for one molecule with the formula C3H4N2O2.

* gap between HOMO and LUMO: 11.6073 eV
* structure (SMILES): OCc1conn1
* largest force on an atom: 8.2 eV/A
* ΔE to the lowest compared entry with this formula, charge and spin: 444.7 kJ/mol
* E_HOMO: -0.398 Ha

Geometry (Å):
1 C 0.39398 0.55492 -1.14695
2 C -0.00535 -0.27321 0.12883
3 C -0.12506 -1.45883 0.55271
4 H -0.59819 1.93111 -0.44652
5 H 1.25849 1.12696 -1.07836
6 H 0.58791 -0.13659 -2.11236
7 H -0.34000 -2.37603 0.11779
8 N -0.25725 -0.11275 2.21480
9 N -0.06384 0.59996 1.18617
10 O -0.60912 1.56295 -1.31746
11 O -0.24156 -1.41849 1.90135

Forces on atoms 1 to 6 (eV/Å):
C -2.1 -3.0 -2.0
C 2.5 6.6 -4.3
C -0.6 -3.8 1.9
H -0.5 0.9 0.9
H 2.2 0.2 1.0
H -1.1 1.6 2.1